[1]
DFT (ωB97M-V with the def2-TZVPD basis set) results for a cluster of 2 separate species, C9H13NO in total.

Properties
HOMO level (alpha / beta) = -0.4561 / -0.4561 hartree
molar mass = 151.209 g mol⁻¹
relative energy (zero: lowest compared OMol25 entry of this formula, charge and spin) = 206.7 kJ/mol
frontier orbital gap (alpha / beta) = 7.96 / 3.83 eV
E_tot = -480.35787 a.u.
2S+1 = 2
charge = +1
expectation value of S² = 0.7686

Structure (XYZ):
```
24
C9H13NO | the Open Molecules 2025 dataset | ωB97M-V with the def2-TZVPD basis set
C 1.161 2.293 -1.717
H -3.135 -1.688 1.895
O -0.651 3.776 -1.874
H 0.305 4.574 0.594
N 0.820 4.032 -0.086
H 2.215 2.329 -1.429
H -2.795 -3.289 1.388
C 1.003 -1.702 1.609
H 0.602 1.247 -1.275
H 2.666 -1.394 0.341
H 1.880 -1.920 2.363
H 1.733 3.819 0.329
C -1.232 -1.860 0.667
C -2.632 -2.264 1.026
H 1.007 -1.275 -1.854
H -3.284 -2.155 0.204
C -0.715 -1.759 -0.611
H -1.492 -1.878 -1.350
C 0.704 -1.437 -0.804
C 1.547 -1.470 0.243
C -0.352 -1.711 1.785
C 0.318 3.461 -1.267
H 1.121 2.090 -2.922
H -0.795 -1.817 2.745
```


[2]
DFT (ωB97M-V with the def2-TZVPD basis set) results for a cluster of 2 separate species, C9H13NO2 in total.

Properties
structure (SMILES) = Cc1ccc(O)cc1.CC(N)=O
HOMO level = -0.3121 hartree
molar mass = 167.208 g mol⁻¹
relative energy (zero: lowest compared OMol25 entry of this formula, charge and spin) = 127.9 kJ/mol
frontier orbital gap = 9.07 eV
E_tot = -555.95500 a.u.

Structure (XYZ):
```
25
C9H13NO2 | the Open Molecules 2025 dataset | ωB97M-V with the def2-TZVPD basis set
H -0.610 0.078 3.034
C -1.639 0.794 -1.158
C -2.505 0.766 1.521
H -2.856 0.868 2.552
C -2.966 1.030 -0.816
H -5.009 1.101 -1.543
H -3.802 2.239 -2.372
C 3.057 -0.376 -0.806
O -0.224 0.397 2.182
C -4.000 1.269 -1.909
C -1.127 0.597 1.165
O 4.885 -1.848 -0.987
H 2.457 0.007 0.033
N 3.618 -2.173 0.818
H -1.259 0.996 -2.169
H -3.654 0.460 -2.612
H 0.268 0.240 -0.452
H -4.423 1.078 0.836
C -0.714 0.583 -0.127
H 4.190 -2.985 1.145
C 3.964 -1.449 -0.303
H 3.605 0.552 -1.192
H 2.403 -0.484 -1.633
H 2.710 -2.258 1.237
C -3.411 0.886 0.502
```


[3]
DFT (ωB97M-V with the def2-TZVPD basis set) results for a cluster of 2 separate species, C9H13NO2 in total.

Properties
structure (SMILES) = Cc1ccc(O)cc1.CC(N)=O
HOMO level = -0.3226 hartree
molar mass = 167.208 g mol⁻¹
relative energy (zero: lowest compared OMol25 entry of this formula, charge and spin) = 81.5 kJ/mol
frontier orbital gap = 9.47 eV
E_tot = -555.97267 a.u.

Structure (XYZ):
```
25
C9H13NO2 | the Open Molecules 2025 dataset | ωB97M-V with the def2-TZVPD basis set
C 0.124 0.873 2.406
C 0.386 -1.464 1.424
C 1.372 0.414 0.270
H -1.563 1.839 0.424
H 1.695 1.444 0.299
H -1.245 -0.460 -1.092
O -1.064 2.361 -2.547
C -1.896 0.314 -1.514
H -0.969 0.857 2.282
H 1.424 -3.247 -1.904
C -1.456 1.733 -1.595
H -1.009 3.319 -0.375
C 0.566 -0.085 1.313
H -0.223 -1.869 2.228
H 0.277 0.393 3.371
H -1.969 -0.015 -2.561
H 0.422 1.915 2.366
C 1.933 -0.511 -0.622
H 0.580 -3.434 0.473
N -1.492 2.436 -0.383
H 2.556 -0.091 -1.394
H -2.871 0.072 -1.112
C 0.822 -2.382 0.457
O 2.082 -2.590 -1.623
C 1.519 -1.822 -0.592
```


Question: Which value of molar mass does entry 2 give?
Answer: 167.208 g mol⁻¹